The following is a quantum chemistry calculation of a single C6H10O molecule, from the Open Molecules 2025 dataset.

Element x y z (Å)
C1 1.311 1.532 -1.010
C2 0.082 0.786 -0.524
O1 -0.053 -0.405 -1.284
C3 -1.066 -1.185 -0.668
C4 -0.992 -0.870 0.817
C5 0.367 -1.022 1.415
C6 -0.096 0.334 0.922
H1 1.221 1.656 -2.095
H2 2.242 0.998 -0.798
H3 1.361 2.532 -0.565
H4 -0.793 1.441 -0.702
H5 -2.058 -0.923 -1.065
H6 -0.850 -2.232 -0.905
H7 -1.882 -0.973 1.429
H8 1.103 -1.620 0.881
H9 0.390 -1.153 2.495
H10 -0.288 1.107 1.659

SMILES: C[C@H]1OC[C@H]2C[C@H]21
Kohn-Sham gap (eV): 10.80
ΔE to the lowest compared entry with this formula, charge and spin (kJ/mol): 67.0